Below is a structure of composition C19H42MoP2Si in a non-equilibrium geometry, with properties calculated with wB97M-V/def2-TZVPD.

Structure (XYZ):
```
65
Properties=species:S:1:pos:R:3:lowdin_spin:R:1
P -0.56641 -1.32553 -0.62182 0.1076
P 0.48292 1.51793 -2.42289 0.0019
C -0.31416 -1.14596 -2.54210 0.0380
C 0.72649 -0.16081 -3.07006 0.0026
H -1.27439 -0.98664 -3.07048 -0.0007
H 0.00779 -2.14807 -2.85435 0.0010
H 1.77733 -0.40397 -2.85646 0.0000
H 0.64186 -0.17154 -4.16917 0.0011
C -0.27390 2.11105 -4.16123 -0.0012
H -0.69260 3.12816 -4.10335 0.0000
H -1.09673 1.48409 -4.54107 -0.0001
H 0.49112 2.13525 -4.95770 0.0000
C 1.95005 2.56283 -2.61687 0.0017
H 2.12214 2.95884 -3.62033 0.0004
H 2.80940 1.95915 -2.32595 0.0001
H 1.84704 3.39762 -1.92277 0.0003
C -0.93958 -3.12364 -0.69463 0.0295
H -0.69641 -3.53844 0.28669 -0.0001
H -0.30414 -3.58330 -1.46489 0.0011
H -2.01077 -3.25419 -0.93442 0.0010
C 2.22865 -2.36579 -1.06081 0.0071
H 3.22413 -2.37762 -0.62028 0.0135
H 2.34594 -1.95972 -2.06530 -0.0035
H 1.78142 -3.35481 -1.09397 0.0080
Mo 1.46407 -1.06686 0.39698 1.6602
C -0.93190 2.84001 -1.63964 0.0039
C -2.29789 2.42748 -1.70983 0.0164
C -2.86404 1.31357 -2.47813 0.0022
C -3.96115 0.46353 -1.71124 -0.0272
C -3.31557 -0.72582 -1.05570 -0.2801
C -2.22712 -0.57162 -0.27670 0.2667
C 0.86239 1.32475 -0.51906 0.0480
C -0.17049 2.42242 -0.29120 0.0067
C 1.44974 -2.76418 1.59061 0.0078
H -0.77060 3.89215 -1.99537 0.0014
H -3.00392 2.96937 -1.07145 0.0004
H -2.02665 0.65281 -2.76783 0.0007
H -3.34685 1.67637 -3.40724 0.0020
H -4.40007 1.11628 -0.93160 -0.0172
H -4.75300 0.07173 -2.36783 0.0016
H -3.93740 -1.64297 -1.03294 0.0037
H -2.35208 0.05457 0.62356 -0.0023
H 1.85828 1.70406 -0.23766 0.0084
H 0.54460 0.44994 0.33934 0.0196
H -0.94252 2.01464 0.37215 0.0031
H 0.29641 3.29928 0.17204 0.0011
H 2.54368 -2.81840 1.80360 0.0144
H 1.09324 -3.68706 1.11980 0.0041
H 0.93496 -2.55349 2.54246 0.0048
C 2.51873 -0.78182 5.36911 0.0014
Si 1.03975 -0.38439 4.22984 0.0119
C -0.34397 -1.68301 4.44312 0.0018
C 0.31163 1.20827 4.98228 0.0025
C 1.53322 -0.02912 2.35369 0.0112
H 2.33065 -0.40734 6.39332 0.0003
H 3.42497 -0.27087 5.00360 0.0000
H 2.70922 -1.86457 5.45783 0.0000
H -0.62698 -1.71867 5.51332 0.0003
H -1.22016 -1.33832 3.86619 0.0002
H -0.03671 -2.69354 4.12807 0.0000
H 0.90147 2.09723 4.70833 0.0000
H -0.73008 1.36597 4.66040 0.0000
H 0.29402 1.17802 6.08549 0.0005
H 1.23178 1.03675 2.42939 0.0025
H 2.64915 0.06794 2.41309 0.0078
```

## Properties
- Spin multiplicity: 3
- HOMO-LUMO gap (alpha / beta): 4.7088 / 4.9571 eV
- Energy: -1788.48344 Eh
- Charge: +2
- <S²>: 2.40
- LUMO level (alpha / beta): -9.26 / -9.26 eV
- HOMO energy (alpha / beta): -13.973 / -14.217 eV

---

Below is a structure of composition C19H42N4O7PS2 in a non-equilibrium geometry, with properties calculated with wB97M-V/def2-TZVPD.

Structure (XYZ):
```
75
Properties=species:S:1:pos:R:3:lowdin_spin:R:1
C 4.16275 1.32453 -3.56598 0.0000
S 3.09536 0.90031 -2.19988 0.0000
O 3.99400 0.60432 -1.10986 0.0000
O 2.23941 2.05101 -2.00551 0.0000
N 2.15804 -0.30907 -2.66811 0.0000
S 2.64076 -1.82643 -2.47446 0.0000
O 1.60332 -2.66688 -3.06109 0.0001
O 3.01756 -2.19662 -1.12751 0.0000
P 4.42566 -2.19311 -3.67240 0.0000
N 4.33613 -3.87537 -3.55264 0.0000
O 3.80663 -2.06217 -5.18314 0.0000
H 4.30103 2.40121 -3.49704 0.0000
H 3.67936 1.09683 -4.51434 0.0000
H 5.11174 0.80848 -3.45960 0.0000
H 4.95160 -4.18648 -2.81458 0.0000
H 3.38154 -4.17378 -3.35805 0.0000
H 3.58129 -1.14927 -5.37031 0.0000
C 2.56298 1.89613 4.21563 0.0023
C 1.83743 3.24821 4.08463 0.0266
C 0.39510 3.12481 4.57041 0.0161
C -0.47290 2.28912 3.62781 0.0009
C -0.40530 2.80960 2.19020 0.0166
C 1.01629 3.01624 1.66063 0.0261
N 1.82880 3.75914 2.67847 0.3845
O 1.60680 5.02739 2.64155 0.5169
C 1.66786 1.67449 1.28897 0.0028
C 0.96781 3.82843 0.37344 -0.0012
C 2.62288 4.22896 4.94726 -0.0007
H 2.86665 1.75995 5.25458 -0.0005
H 1.94809 1.03904 3.95945 0.0000
H 3.46056 1.87235 3.59848 0.0013
H -0.03973 4.12510 4.66417 0.0026
H 0.39665 2.68395 5.57107 0.0016
H -0.17386 1.23829 3.66178 0.0003
H -1.50851 2.32113 3.97443 0.0007
H -0.91970 2.11858 1.51952 0.0016
H -0.94517 3.76094 2.13708 0.0022
H 2.71334 1.81596 1.01943 0.0012
H 1.17070 1.26225 0.41288 -0.0004
H 1.61084 0.91639 2.06644 0.0000
H 0.40332 4.75315 0.49026 -0.0005
H 0.49470 3.23268 -0.40388 -0.0004
H 1.97006 4.07739 0.02926 0.0001
H 3.67050 4.24437 4.64231 0.0003
H 2.57298 3.90849 5.98869 -0.0004
H 2.23441 5.24209 4.88048 -0.0008
C -1.25408 -1.98503 -0.89276 0.0021
C -2.44061 -1.74753 -1.84055 0.0260
C -3.30949 -0.60267 -1.32643 0.0166
C -4.07891 -0.96935 -0.05603 0.0009
C -4.89753 -2.24838 -0.24347 0.0160
C -4.10509 -3.42300 -0.82521 0.0266
N -3.30559 -2.96384 -2.00191 0.3829
O -4.03265 -2.90549 -3.06292 0.5189
C -3.20476 -4.06318 0.24393 0.0030
C -5.06861 -4.50980 -1.28669 -0.0013
C -1.81974 -1.40653 -3.19019 -0.0007
H -0.48195 -1.24421 -1.09765 -0.0004
H -1.49641 -1.88474 0.16373 0.0000
H -0.80333 -2.96234 -1.06097 0.0011
H -4.02171 -0.30991 -2.10488 0.0025
H -2.66947 0.26218 -1.14031 0.0016
H -3.39330 -1.08010 0.78802 0.0003
H -4.75203 -0.14985 0.20578 0.0007
H -5.32759 -2.56154 0.71147 0.0016
H -5.73809 -2.03002 -0.90966 0.0023
H -2.55883 -4.81638 -0.20822 0.0015
H -3.82611 -4.55544 0.99347 -0.0004
H -2.57678 -3.35183 0.77059 0.0000
H -5.83516 -4.12172 -1.95284 -0.0005
H -5.56099 -4.94039 -0.41397 -0.0004
H -4.53592 -5.30424 -1.81047 0.0001
H -1.12735 -2.18992 -3.49896 0.0002
H -1.24927 -0.48333 -3.09499 -0.0004
H -2.56843 -1.27357 -3.96887 -0.0008
```

## Properties
- Spin multiplicity: 3
- HOMO-LUMO gap (alpha / beta): 8.2412 / 8.2361 eV
- Energy: -2632.57443 Eh
- Charge: -1
- <S²>: 2.01
- LUMO level (alpha / beta): 2.52 / 2.52 eV
- HOMO energy (alpha / beta): -5.720 / -5.720 eV

---

Below is a structure of composition C19H42NO13P in a non-equilibrium geometry, with properties calculated with wB97M-V/def2-TZVPD.

Structure (XYZ):
```
76
Properties=species:S:1:pos:R:3:lowdin_charge:R:1
N -0.69474 1.68618 0.73516 0.2044
H -0.48774 0.89918 1.26016 -0.1029
H -1.74974 1.59518 0.63516 0.1078
H -0.15574 1.58218 -0.18484 0.1371
H -0.38874 2.40218 1.27216 0.0556
P -2.73474 2.19818 3.00216 -0.2487
O -3.57374 2.27818 4.17016 -0.4204
O -1.22074 1.80118 3.38316 -0.4765
O -2.65374 3.45018 2.07816 -0.5304
O -3.00674 1.01618 2.23716 -0.4090
O 2.33026 -0.76582 1.28416 0.1202
C 2.38626 -0.58782 2.44816 -0.5499
O 3.03526 -1.45082 3.20516 0.0098
C 3.30226 -2.73982 2.75916 -0.1875
C 4.11226 -3.64882 3.88516 -0.0241
C 1.83126 0.58318 3.18716 0.0787
H 3.98526 -2.84582 2.01216 0.0630
H 2.35026 -3.20882 2.38316 0.1408
H 3.42426 -3.85782 4.80016 0.1009
H 4.79626 -3.10082 4.27616 -0.0248
H 4.40426 -4.59882 3.48016 0.0527
H 2.59626 0.97718 3.72116 0.0594
H 1.06126 0.29918 3.61516 -0.0043
H 1.38326 1.32118 2.35316 0.1548
O -1.89774 -1.35982 3.72816 0.0716
C -1.79574 -1.32382 2.48816 -0.3836
O -2.03374 -2.33682 1.56916 -0.0816
C -2.61874 -3.58482 2.02316 -0.2227
C -3.17474 -4.19282 0.72916 -0.0678
C -1.13274 -0.15782 1.70216 -0.1762
H -3.40274 -3.37282 2.68616 0.0863
H -1.78374 -4.12782 2.67116 0.1540
H -2.36174 -4.26882 0.12616 -0.0081
H -4.00674 -3.55682 0.25516 0.1177
H -3.57274 -5.14482 0.97616 0.0493
H -0.40674 -0.52182 0.95216 0.0853
H -1.16674 0.70618 2.32516 -0.0164
H -1.98574 0.26118 0.96016 0.1019
O 1.22026 3.12518 -1.62084 0.0144
C 1.00326 4.31018 -2.05884 -0.4362
O 1.97926 5.23918 -2.23984 -0.0784
C 3.35926 4.97618 -1.85284 -0.2192
C 4.07826 6.08418 -2.44984 -0.1223
C -0.35574 4.71718 -2.66884 -0.0049
H 3.66826 3.90018 -2.06084 0.1442
H 3.13526 5.24018 -0.68384 0.1850
H 4.33626 5.93418 -3.52184 0.0948
H 5.11826 6.10618 -2.15384 0.0693
H 3.90926 7.07618 -2.18884 0.0593
H -0.26374 5.80318 -3.03884 0.0889
H -1.07374 4.67618 -1.82184 0.0975
H -0.66374 4.11418 -3.56784 0.0866
O 0.03126 -0.72282 -1.23584 0.0938
C 0.95626 -1.42982 -1.62084 -0.4125
O 0.69526 -2.74482 -1.95384 -0.0546
C -0.47574 -3.39582 -1.61984 -0.3087
C -0.46474 -4.63682 -2.38184 -0.0920
C 2.38626 -1.08482 -2.11184 0.0578
H -1.27774 -2.65182 -1.95684 0.1489
H -0.54374 -3.56982 -0.56284 0.1110
H -0.61874 -4.40782 -3.57384 0.1373
H -1.16474 -5.36182 -2.04984 0.0489
H 0.50526 -5.12682 -2.21184 0.0795
H 2.24426 -0.03782 -1.92784 0.0821
H 2.37326 -1.12582 -3.12184 0.0455
H 3.08926 -1.56482 -1.53284 0.0599
C -3.53674 0.35618 -1.34284 -0.0031
C -2.69574 0.90618 -2.46084 -0.2941
O -2.06574 2.15118 -2.36284 -0.0769
C -2.65274 0.18918 -3.76484 -0.0397
H -3.12374 -0.50582 -0.81584 0.0966
H -4.25074 -0.01082 -1.71384 -0.0608
H -3.90874 1.08918 -0.43984 0.1808
H -1.70574 0.34318 -4.18984 0.0565
H -3.42774 0.49318 -4.68684 0.1568
H -2.81074 -0.75582 -3.62284 -0.0083
```

## Properties
- HOMO-LUMO gap: 2.3865 eV
- Energy: -2122.92505 Eh
- Charge: -2
- Energy above the lowest of the compared OMol25 structures with the same formula, charge and spin: 504.6 kJ/mol
- LUMO level: 3.82 eV
- HOMO energy: 1.437 eV

---

Below is a structure of composition C19H42NO2P3Pb in a non-equilibrium geometry, with properties calculated with wB97M-V/def2-TZVPD.

Structure (XYZ):
```
68
Properties=species:S:1:pos:R:3:lowdin_charge:R:1
Pb -1.87584 -4.36029 0.40426 1.4385
P 0.53192 1.21421 2.03134 0.9852
P -1.30389 2.58100 0.37687 0.9670
P 1.96779 1.60650 -2.23349 0.8978
H -1.12308 -6.56333 -1.40903 0.1027
C -0.83815 -5.51381 -1.15994 -0.3241
C 0.04802 -5.29809 0.00845 -0.3444
H 0.32713 -6.18602 0.62043 0.0964
C 0.04968 0.21922 3.50099 -0.1856
C 1.10659 2.74477 2.87978 -0.2173
C 2.15867 0.42060 1.72629 -0.2017
C -2.39191 2.59656 -1.11217 -0.1832
C -2.62727 2.52122 1.65723 -0.2324
C -0.93351 4.38803 0.45715 -0.1939
C 3.46842 0.75737 -2.75101 -0.1854
C 2.32280 3.06801 -1.28248 -0.2089
C 0.85735 1.88175 -3.61031 -0.1984
H -0.70888 -4.86503 -2.04479 0.0473
H 0.78120 -4.47501 -0.00769 0.0459
H -0.52243 -0.66588 3.17844 0.0360
H -0.56600 0.82586 4.17888 0.0696
H 0.95475 -0.10457 4.03656 0.0934
H 0.25499 3.23958 3.36264 0.0635
H 1.55734 3.42702 2.14861 0.0546
H 1.85334 2.47225 3.63728 0.0957
H 1.99863 -0.44539 1.07220 0.0331
H 2.60662 0.09950 2.67655 0.0929
H 2.83665 1.10875 1.20867 0.0602
H -2.95230 3.54125 -1.16014 0.0957
H -3.10338 1.76220 -1.05930 0.0765
H -1.78979 2.49213 -2.02381 0.0390
H -3.51226 3.04844 1.28174 0.0889
H -2.29288 2.99741 2.58479 0.0659
H -2.89058 1.47602 1.85351 0.0407
H -1.70968 4.94671 -0.08158 0.0881
H 0.03613 4.58519 -0.01537 0.0406
H -0.89922 4.72393 1.49960 0.0694
H 4.19531 1.49442 -3.10621 0.0807
H 3.24563 0.01955 -3.53051 0.0721
H 3.88876 0.22160 -1.88977 0.0674
H 3.32814 3.41523 -1.53722 0.0821
H 2.26199 2.86473 -0.20523 0.0200
H 1.62032 3.87176 -1.52602 0.0554
H 1.43745 2.21821 -4.47330 0.0826
H 0.12551 2.65764 -3.36312 0.0459
H 0.33021 0.95376 -3.85849 0.0598
C 1.36021 -1.77983 -1.65942 -0.3014
C 0.25572 -2.03947 -2.48262 -0.0233
C 0.44599 -2.71659 -3.69296 -0.0345
C 1.67579 -3.30397 -3.97869 0.0066
C 2.66168 -3.30880 -2.98979 -0.0145
C 2.50481 -2.61496 -1.79068 0.0234
O 1.25539 -0.66228 -0.84094 -0.1295
H 1.37339 0.29956 -1.34983 -0.0445
H -0.66711 -1.49697 -2.28664 0.1236
H -0.37702 -2.74047 -4.40421 0.1334
H 1.82954 -3.77190 -4.95792 0.1481
H 3.57262 -3.85510 -3.21464 0.1381
H 3.27626 -2.69540 -1.02850 0.1375
C -3.49048 -0.51383 3.99409 0.0030
C -3.27909 -1.71037 3.11279 -0.5660
N -4.28932 -2.59794 3.16525 0.1954
O -2.28971 -1.90608 2.37307 -0.1565
H -4.45593 -0.03759 3.76497 0.1089
H -3.51756 -0.81485 5.05265 0.1172
H -2.67873 0.20444 3.85532 0.0365
H -4.20383 -3.44730 2.63599 0.0907
H -5.07294 -2.47523 3.78144 0.1329
```

## Properties
- HOMO-LUMO gap (alpha / beta): 4.6289 / 3.8255 eV
- Energy: -2169.59947 Eh
- Charge: +4
- Energy above the lowest of the compared OMol25 structures with the same formula, charge and spin: 124.7 kJ/mol
- LUMO level (alpha / beta): -14.91 / -14.91 eV
- HOMO energy (alpha / beta): -19.541 / -18.740 eV